# C39H104O13

A 13-piece molecular cluster, C39H104O13 overall (ωB97M-V/def2-TZVPD, the Open Molecules 2025 dataset).

Computed properties:
HOMO energy in Ha: -0.338
E in eV: -68746.29090
Gap between HOMO and LUMO in eV: 9.48
Energy above the lowest of the compared OMol25 structures with the same formula, charge and spin in kcal/mol: 43.4

Positions of all 156 atoms, in Å:
C: -2.35 -3.17 2.38
C: -1.78 -4.55 2.05
C: -1.51 -4.67 0.57
O: -0.43 -4.62 2.76
H: -3.30 -2.88 1.89
H: -1.68 -2.37 2.04
H: -2.50 -3.02 3.46
H: -2.46 -5.32 2.41
H: -0.58 -4.19 0.27
H: -2.33 -4.23 -0.01
H: -1.46 -5.73 0.33
H: -0.42 -3.94 3.45
C: 1.95 3.29 -2.59
C: 3.05 2.24 -2.31
C: 4.45 2.84 -2.38
O: 2.81 1.59 -1.01
H: 2.18 3.84 -3.51
H: 1.84 3.99 -1.76
H: 1.05 2.72 -2.82
H: 2.94 1.51 -3.13
H: 4.64 3.46 -1.50
H: 4.53 3.53 -3.22
H: 5.22 2.08 -2.44
H: 3.46 1.85 -0.32
C: 2.53 2.31 2.65
C: 3.75 3.15 2.34
C: 4.62 3.25 3.60
O: 4.48 2.41 1.27
H: 2.09 2.65 3.59
H: 2.81 1.26 2.80
H: 1.81 2.37 1.84
H: 3.39 4.14 2.03
H: 4.16 3.92 4.35
H: 5.59 3.71 3.38
H: 4.79 2.28 4.04
H: 5.37 2.76 1.15
C: -0.58 4.05 2.65
C: -1.51 4.64 3.65
C: -1.36 6.09 3.71
O: -2.87 4.31 3.34
H: 0.47 4.14 2.97
H: -0.72 4.49 1.67
H: -0.75 2.96 2.60
H: -1.21 4.19 4.62
H: -2.05 6.54 4.43
H: -1.60 6.55 2.75
H: -0.34 6.36 4.01
H: -3.12 3.48 3.76
C: -1.50 5.21 -4.28
C: -1.18 3.79 -4.61
C: -1.97 2.79 -3.79
O: -1.26 3.55 -6.07
H: -2.60 5.31 -4.16
H: -1.22 5.93 -5.04
H: -1.13 5.51 -3.29
H: -0.10 3.65 -4.43
H: -1.77 2.91 -2.71
H: -1.67 1.75 -3.95
H: -3.05 2.91 -3.96
H: -2.01 2.98 -6.29
C: 4.47 -1.04 -2.59
C: 4.44 -1.65 -4.02
C: 4.23 -0.57 -5.02
O: 5.70 -2.34 -4.33
H: 3.50 -0.62 -2.35
H: 5.25 -0.25 -2.55
H: 4.76 -1.79 -1.87
H: 3.64 -2.39 -4.00
H: 5.07 0.14 -4.96
H: 3.29 -0.03 -4.89
H: 4.17 -1.00 -6.02
H: 6.42 -1.76 -4.08
C: -0.58 -2.39 -5.86
C: 0.10 -1.40 -4.97
C: 0.56 -0.19 -5.75
O: -0.93 -0.98 -3.95
H: -1.03 -3.21 -5.29
H: 0.08 -2.82 -6.61
H: -1.42 -1.90 -6.37
H: 0.94 -1.89 -4.45
H: 0.73 0.67 -5.11
H: -0.21 0.11 -6.47
H: 1.47 -0.42 -6.32
H: -0.42 -0.80 -3.14
C: -4.31 -0.11 2.34
C: -4.63 0.69 3.56
C: -4.95 -0.24 4.71
O: -3.43 1.47 3.92
H: -5.15 -0.76 2.05
H: -3.51 -0.81 2.61
H: -4.01 0.48 1.48
H: -5.48 1.36 3.41
H: -5.03 0.33 5.63
H: -4.13 -0.96 4.81
H: -5.85 -0.84 4.54
H: -2.84 0.90 4.44
C: 0.35 -5.96 -2.37
C: 1.04 -4.81 -3.08
C: 1.44 -3.70 -2.12
O: 2.21 -5.31 -3.82
H: 1.10 -6.42 -1.71
H: -0.11 -6.66 -3.05
H: -0.40 -5.61 -1.64
H: 0.37 -4.35 -3.82
H: 1.97 -4.10 -1.25
H: 0.53 -3.23 -1.73
H: 1.97 -2.92 -2.65
H: 2.88 -5.61 -3.19
C: 0.45 -0.55 0.69
C: -0.12 -0.49 -0.70
C: -1.12 0.63 -0.87
O: 0.90 -0.32 -1.61
H: 1.02 0.36 0.90
H: 1.08 -1.44 0.78
H: -0.35 -0.61 1.43
H: -0.62 -1.45 -0.92
H: -0.61 1.60 -0.77
H: -1.88 0.66 -0.05
H: -1.70 0.60 -1.79
H: 1.57 0.23 -1.17
C: 2.34 -2.88 4.75
C: 1.38 -3.74 5.48
C: 1.71 -3.84 6.92
O: 0.05 -3.11 5.28
H: 2.12 -2.82 3.69
H: 3.40 -3.10 4.90
H: 2.22 -1.85 5.14
H: 1.36 -4.76 5.07
H: 1.75 -2.84 7.37
H: 2.69 -4.30 7.11
H: 0.97 -4.40 7.50
H: -0.63 -3.64 5.72
C: -0.51 1.82 5.77
C: -0.38 0.34 5.94
C: -1.39 -0.18 6.96
O: -0.59 -0.31 4.69
H: -0.13 2.28 6.70
H: -1.56 2.15 5.76
H: 0.07 2.25 4.96
H: 0.62 0.05 6.32
H: -1.29 0.30 7.95
H: -1.40 -1.27 7.08
H: -2.42 0.12 6.69
H: -0.35 -1.26 4.84
C: -4.49 -0.87 -5.64
C: -4.23 0.39 -4.91
C: -4.53 0.26 -3.43
O: -2.79 0.78 -5.13
H: -4.05 -0.83 -6.63
H: -5.55 -1.14 -5.65
H: -3.98 -1.68 -5.09
H: -4.78 1.23 -5.35
H: -5.57 -0.13 -3.31
H: -4.50 1.25 -2.98
H: -3.86 -0.43 -2.93
H: -2.15 0.11 -4.74

=====

# C39H17BCdF17GeN2OS6

C39H17BCdF17GeN2OS6 as an isolated structure (ωB97M-V/def2-TZVPD, the Open Molecules 2025 dataset).

Computed properties:
HOMO energy in Ha: -0.158
E in eV: -218715.07091
Gap between HOMO and LUMO in eV: 6.09
Energy above the lowest of the compared OMol25 structures with the same formula, charge and spin in kcal/mol: 14.1
Charge: -1

Positions of all 85 atoms, in Å:
Cd: 2.44 -0.97 0.84
C: 5.41 1.60 -0.35
C: 5.87 0.18 -0.37
N: 5.11 -0.84 -0.15
C: 5.80 -2.02 -0.21
C: 7.13 -1.90 -0.49
S: 7.52 -0.25 -0.68
C: 5.08 -3.28 0.04
C: 5.60 -4.53 -0.10
S: 4.41 -5.69 0.31
C: 3.29 -4.43 0.65
N: 3.77 -3.24 0.45
C: 1.93 -4.71 1.16
H: 4.34 1.62 -0.21
H: 5.65 2.10 -1.29
H: 5.90 2.15 0.46
H: 7.87 -2.67 -0.57
H: 6.58 -4.81 -0.43
H: 1.57 -5.69 0.84
H: 1.24 -3.95 0.81
H: 1.93 -4.69 2.26
F: 1.69 2.07 1.06
B: 1.53 1.08 0.09
F: 2.33 1.30 -1.01
F: 1.56 3.92 -1.26
C: 0.72 4.86 -0.83
C: -0.44 4.52 -0.17
C: -1.25 5.58 0.21
F: -2.39 5.34 0.89
C: -0.94 6.90 -0.03
F: -1.74 7.89 0.36
C: 0.24 7.20 -0.70
F: 0.57 8.47 -0.95
C: 1.08 6.17 -1.10
F: 2.21 6.46 -1.74
Ge: -1.01 2.66 0.22
S: -0.27 0.67 -0.32
C: -2.82 2.79 -0.63
C: -4.06 2.75 -0.03
F: -4.20 2.79 1.30
C: -5.24 2.72 -0.76
F: -6.43 2.68 -0.15
C: -5.19 2.73 -2.14
F: -6.32 2.69 -2.86
C: -3.96 2.78 -2.78
F: -3.91 2.80 -4.12
C: -2.81 2.81 -2.02
F: -1.65 2.87 -2.67
C: -1.33 2.62 2.18
C: -2.00 1.53 2.70
F: -2.59 0.65 1.88
C: -2.11 1.28 4.06
F: -2.77 0.22 4.52
C: -1.52 2.16 4.95
F: -1.61 1.95 6.26
C: -0.84 3.26 4.47
F: -0.27 4.12 5.33
C: -0.75 3.47 3.10
F: -0.06 4.55 2.71
O: 0.30 -1.63 -0.53
C: -0.72 -2.52 -0.77
C: -0.32 -3.49 -1.88
C: -1.07 -4.30 -2.68
C: -0.28 -5.09 -3.56
C: 1.06 -4.85 -3.40
S: 1.35 -3.66 -2.21
C: -0.98 -3.31 0.51
C: -1.38 -4.59 0.72
C: -1.53 -4.90 2.11
C: -1.23 -3.83 2.90
S: -0.77 -2.46 1.99
C: -2.05 -1.85 -1.18
C: -3.26 -1.91 -0.55
C: -4.29 -1.24 -1.25
C: -3.85 -0.70 -2.42
S: -2.18 -0.99 -2.66
H: -2.15 -4.31 -2.65
H: -0.68 -5.79 -4.28
H: 1.87 -5.29 -3.96
H: -1.56 -5.29 -0.08
H: -1.83 -5.86 2.49
H: -1.25 -3.79 3.98
H: -3.40 -2.41 0.40
H: -5.31 -1.16 -0.90
H: -4.41 -0.13 -3.14

=====

Max |F|? In order: 2.5, 0.9 eV/A.